No. 1
ORCA calculation (ωB97M-V/def2-TZVPD) on a molecular structure, C8H24FO4Sn at a distorted geometry.

Properties
LUMO (alpha / beta): -11.012 / -12.058 eV
HOMO energy (alpha / beta): -14.7 / -14.7 eV
charge: +2
molecular weight: 321.98 g mol⁻¹
multiplicity: 2

Geometry as XYZ:
```
38
Properties=species:S:1:pos:R:3:nbo_charge:R:1
Sn -2.2176 -3.0179 -0.2610 1.76
F -0.4244 -0.6303 -0.3413 -0.87
C 1.1879 2.0785 1.9027 -0.64
C 0.0938 1.2285 2.6561 -0.13
O 0.0158 -0.1167 2.1968 -0.21
H 1.0512 1.9076 0.8349 0.24
H 2.2213 1.8952 2.1969 0.27
H 1.0689 3.1547 2.0277 0.28
H -0.8847 1.6676 2.4615 0.34
H 0.2103 1.3135 3.7365 0.27
H 0.1246 -0.1883 1.2457 0.54
C 1.9041 -5.2979 -0.1829 -0.64
C 2.0786 -3.7325 -0.1108 -0.09
O 1.1094 -3.0447 -0.8697 -0.73
H 2.3245 -5.6166 -1.1368 0.24
H 0.9172 -5.7490 -0.0800 0.20
H 2.5657 -5.6274 0.6182 0.24
H 2.9275 -3.5674 -0.7744 0.21
H 2.1838 -3.3565 0.9069 0.17
H 1.1251 -2.1201 -0.6119 0.50
C -2.8919 2.4536 0.6801 -0.67
C -3.5898 1.0897 1.0144 -0.06
O -3.1753 0.1728 0.0301 -0.77
H -2.8523 3.2123 1.4617 0.24
H -3.4699 2.9579 -0.0943 0.26
H -1.9324 2.2222 0.2174 0.20
H -4.6791 1.0561 1.0330 0.22
H -3.2601 0.6888 1.9729 0.14
H -2.2369 0.1016 -0.1592 0.50
C 0.5252 2.4452 -2.5813 -0.62
C 1.5334 1.3119 -2.5148 -0.09
O 0.7598 0.1548 -2.8948 -0.71
H 1.0220 3.3562 -2.2475 0.21
H -0.2929 2.3022 -1.8753 0.17
H 0.0461 2.5940 -3.5490 0.24
H 2.1444 1.2609 -1.6136 0.15
H 2.2665 1.5393 -3.2887 0.20
H 0.5002 -0.0999 -2.0063 0.46
```

***

No. 2
ORCA calculation (ωB97M-V/def2-TZVPD) on 4 unconnected molecules or ions with the total composition C8H24O8 at a distorted geometry.

Properties
SMILES string: OCCO.OCCO.OCCO.OCCO
ΔE to the lowest compared entry with this formula, charge and spin: 108.7 kJ/mol
LUMO: 0.360 eV
HOMO energy: -9.6 eV
charge: 0
molecular weight: 248.27 g mol⁻¹

Geometry as XYZ:
```
40
Properties=species:S:1:pos:R:3:nbo_charge:R:1
C 18.3493 -21.1016 21.9347 -0.08
C 18.2367 -22.0276 20.7417 -0.09
O 19.3799 -21.9547 19.8911 -0.74
O 19.6813 -21.1037 22.4410 -0.78
H 17.6900 -21.4394 22.7383 0.17
H 18.1829 -20.0475 21.6810 0.16
H 17.3010 -21.9141 20.1981 0.21
H 18.2463 -23.0430 21.1668 0.16
H 20.0604 -21.6390 20.5077 0.49
H 19.7774 -20.7634 23.3353 0.51
C 19.4795 -22.0994 26.2812 -0.10
C 20.5365 -21.0373 26.0321 -0.09
O 19.9751 -19.9008 25.3553 -0.73
O 18.8384 -22.4329 25.0452 -0.73
H 18.7634 -21.7447 27.0239 0.17
H 19.9778 -23.0469 26.5118 0.19
H 21.3701 -21.3350 25.3969 0.19
H 20.9685 -20.7110 26.9841 0.17
H 19.3352 -19.5125 25.9633 0.47
H 17.8974 -22.5749 25.1599 0.47
C 21.1341 -19.1066 19.1038 -0.10
C 20.9658 -17.5945 18.9896 -0.09
O 20.2704 -17.1116 17.8634 -0.70
O 22.2203 -19.5819 18.2846 -0.74
H 20.2912 -19.7294 18.8223 0.18
H 21.3417 -19.4314 20.1279 0.17
H 21.9733 -17.1751 19.0630 0.16
H 20.3788 -17.3005 19.8634 0.18
H 20.9110 -17.0493 17.1470 0.47
H 23.0641 -19.3326 18.6703 0.46
C 17.9627 -22.9473 17.0505 -0.08
C 18.9820 -22.0834 16.2452 -0.10
O 19.1414 -20.7970 16.7977 -0.72
O 17.0261 -22.0686 17.6300 -0.74
H 18.4161 -23.5776 17.8208 0.16
H 17.5327 -23.6361 16.3167 0.16
H 18.8044 -22.0468 15.1700 0.18
H 19.9225 -22.6508 16.2114 0.17
H 19.8107 -20.8345 17.4879 0.49
H 17.5026 -21.2211 17.6624 0.49
```

***

No. 3
ORCA calculation (ωB97M-V/def2-TZVPD) on 4 unconnected molecules or ions with the total composition C8H24O8 at a distorted geometry.

Properties
SMILES string: OCCO.OCCO.OCCO.OCCO
ΔE to the lowest compared entry with this formula, charge and spin: 228.2 kJ/mol
LUMO: 0.555 eV
HOMO energy: -10.1 eV
charge: 0
molecular weight: 248.27 g mol⁻¹

Geometry as XYZ:
```
40
Properties=species:S:1:pos:R:3:nbo_charge:R:1
C 3.3272 -2.9154 -1.9126 -0.09
C 3.8091 -1.6354 -2.6237 -0.10
O 4.3862 -1.9427 -3.8442 -0.70
O 4.4057 -3.8253 -1.6497 -0.73
H 2.5060 -3.2721 -2.5343 0.19
H 3.0319 -2.7333 -0.8792 0.17
H 4.3281 -0.9792 -1.9250 0.15
H 2.8829 -1.1157 -2.8688 0.18
H 4.9263 -2.7253 -3.7121 0.47
H 5.0986 -3.2994 -1.2436 0.46
C -1.7245 0.2618 -1.4673 -0.10
C -0.9877 -0.9778 -1.0065 -0.11
O 0.2066 -1.1673 -1.8276 -0.73
O -0.8583 1.3477 -1.9617 -0.73
H -2.5303 0.5649 -0.7987 0.19
H -2.2898 -0.0322 -2.3516 0.15
H -1.5704 -1.8621 -0.7483 0.19
H -0.4833 -0.7782 -0.0610 0.18
H -0.0953 -1.4190 -2.7035 0.46
H 0.0433 1.0272 -1.8842 0.49
C 2.5050 2.0459 2.2400 -0.11
C 1.4558 1.1003 1.5419 -0.08
O 1.7896 0.6370 0.2165 -0.72
O 3.5890 1.1656 2.7002 -0.72
H 1.9871 2.6824 2.9574 0.18
H 2.8992 2.7337 1.4919 0.18
H 0.5389 1.6814 1.4439 0.17
H 1.2332 0.2278 2.1561 0.17
H 2.0539 -0.2795 0.3252 0.47
H 3.8458 1.6078 3.5127 0.47
C -5.5351 1.9550 2.0291 -0.08
C -4.5858 0.7350 1.8201 -0.09
O -3.2905 1.1973 2.1302 -0.74
O -6.8454 1.6566 2.4721 -0.70
H -5.5157 2.4178 1.0424 0.16
H -5.0080 2.6545 2.6779 0.17
H -4.4346 0.4385 0.7822 0.16
H -4.7643 -0.2129 2.3277 0.18
H -3.1747 2.1502 2.1420 0.47
H -7.1558 0.8841 1.9941 0.47
```

***

No. 4
ORCA calculation (ωB97M-V/def2-TZVPD) on 6 unconnected molecules or ions with the total composition C8H26FO8 at a distorted geometry.

Properties
ΔE to the lowest compared entry with this formula, charge and spin: 506.3 kJ/mol
LUMO: 2.735 eV
HOMO energy: -4.3 eV
charge: -1
molecular weight: 269.29 g mol⁻¹

Geometry as XYZ:
```
43
Properties=species:S:1:pos:R:3:nbo_charge:R:1
F -18.2725 32.2688 -6.7770 -1.00
C -21.1345 35.7521 -9.9955 -0.27
O -21.8213 34.4886 -9.8998 -0.73
H -21.0769 36.0727 -11.0357 0.17
H -21.4331 36.4991 -9.2599 0.17
H -20.1033 35.4351 -9.8396 0.18
H -21.3033 34.0704 -9.2081 0.48
C -16.3949 26.1604 -6.3620 -0.23
O -17.2782 26.7007 -5.5182 -0.71
H -15.5074 26.7376 -6.6216 0.16
H -15.9615 25.2543 -5.9386 0.16
H -16.9051 25.7526 -7.2347 0.15
H -17.5651 27.5551 -5.8487 0.48
C -17.1250 33.9916 -1.5807 -0.10
C -16.8062 35.3931 -2.1243 -0.10
O -17.5217 35.7651 -3.3041 -0.72
O -16.3759 33.0624 -2.3682 -0.73
H -18.1747 33.7226 -1.6978 0.18
H -16.7305 33.8575 -0.5734 0.18
H -15.7528 35.5860 -2.3273 0.17
H -16.8470 36.1193 -1.3124 0.17
H -17.5287 35.0390 -3.9320 0.48
H -16.7857 33.0308 -3.2358 0.47
C -24.4069 28.3922 -3.1690 -0.09
C -22.9686 28.8868 -3.3979 -0.09
O -22.9656 30.1989 -3.8373 -0.74
O -24.9696 27.8826 -4.3660 -0.74
H -25.0167 29.2780 -2.9910 0.18
H -24.4234 27.6007 -2.4198 0.18
H -22.6161 28.3469 -4.2767 0.17
H -22.4122 28.8439 -2.4616 0.16
H -22.2047 30.4201 -4.3793 0.49
H -24.6543 28.3354 -5.1517 0.47
C -16.3780 30.1869 -11.5141 -0.10
C -15.8060 31.6030 -11.5088 -0.11
O -15.3602 32.0936 -10.2231 -0.71
O -17.5348 29.8772 -10.6669 -0.72
H -15.5858 29.5600 -11.1047 0.16
H -16.6585 29.9384 -12.5377 0.18
H -16.6724 32.1815 -11.8294 0.16
H -15.1909 31.8259 -12.3807 0.19
H -16.0482 31.8536 -9.5980 0.48
H -17.4002 30.3576 -9.8468 0.47
```

***

No. 5
ORCA calculation (ωB97M-V/def2-TZVPD) on a molecular structure, C8H26LaN4O5 at a distorted geometry.

Properties
LUMO: -4.115 eV
HOMO energy: -11.0 eV
charge: +1
molecular weight: 397.22 g mol⁻¹

Geometry as XYZ:
```
44
Properties=species:S:1:pos:R:3:mulliken_charge:R:1
O 0.3424 2.5840 0.1161 -0.64
H 1.6777 3.0560 -0.4786 0.08
La -1.1323 0.7563 0.0128 1.62
N -1.0388 0.1089 -2.4402 0.18
N 0.7137 -0.8963 -1.0159 0.20
O -2.0549 0.7099 -3.1825 -0.42
O 1.5802 -1.5764 -0.0948 -0.52
C -0.3652 -0.8653 -3.0627 0.25
C 0.6993 -1.3973 -2.2630 0.30
C -0.7513 -1.4330 -4.3878 -1.29
C 1.5518 -2.4930 -2.8043 -1.29
H -1.6555 -0.9431 -4.7677 0.37
H -0.9495 -2.5153 -4.3024 0.33
H 0.0538 -1.3131 -5.1287 0.34
H 2.2728 -2.9106 -2.0962 0.45
H 2.1215 -2.1702 -3.6893 0.33
H 0.9263 -3.3340 -3.1404 0.29
H -2.4612 1.2978 -2.4605 0.52
H 2.3884 -1.7590 -0.6244 0.34
O -1.2448 -1.7471 0.9545 -0.48
H -1.9175 -2.4468 0.9331 0.25
H -0.3995 -2.1734 0.6860 0.31
C 2.4848 2.9335 -1.2549 -0.75
H 2.5605 3.8206 -1.8887 0.34
H 2.1618 2.0802 -1.8720 0.05
H 3.4464 2.6963 -0.7860 0.28
O -2.6907 1.8951 -0.9569 -0.85
H -0.0463 3.4573 0.2980 0.13
H -3.2632 2.6781 -1.0984 0.24
N 0.6506 0.3900 2.0824 -0.39
C 0.1443 0.0023 3.4067 -0.63
C -0.5430 1.1416 4.1538 -0.64
C -1.4464 2.0934 3.3778 -0.69
N -2.2739 1.3925 2.3616 -0.64
H 1.1091 1.3005 2.1265 0.22
H 1.3362 -0.2754 1.7192 0.20
H -0.5349 -0.8450 3.2748 0.30
H 0.9668 -0.3653 4.0349 0.43
H -1.1404 0.7106 4.9681 0.35
H 0.2347 1.7433 4.6404 0.32
H -2.1182 2.6008 4.0860 0.40
H -0.8639 2.8752 2.8746 0.30
H -2.7488 0.6024 2.8044 0.24
H -3.0119 2.0294 2.0498 0.29
```